(1)
{"formula": "C3H6LiO2", "method": "the ωB97M-V functional and the def2-TZVPD basis", "e_tot_ev": -7506.2094, "homo_ha": -0.0851, "max_force_ev_per_a": 4.04, "charge": -1, "de_lowest_kcal_mol": 27.12, "species": ["O", "C", "C", "O", "C", "Li", "H", "H", "H", "H", "H", "H"], "positions_angstrom": [[1.472, 0.669, -0.254], [1.089, -0.652, -0.112], [-0.419, -0.860, -0.179], [-1.102, -0.118, 0.844], [-2.166, 0.636, 0.159], [-0.100, 1.520, 0.146], [1.453, -1.086, 0.855], [1.529, -1.313, -0.899], [-0.657, -1.934, -0.046], [-2.779, 1.067, 0.973], [-2.920, -0.085, -0.217], [-1.323, -0.542, -1.018]], "mulliken_charge": [-1.016, -0.150, -0.430, -0.382, -0.809, 0.702, 0.163, 0.230, 0.211, 0.083, 0.116, 0.280]}

=====

(2)
{"formula": "C3H6N", "method": "the ωB97M-V functional and the def2-TZVPD basis", "e_tot_ev": -4684.6813, "homo_ha": [-0.4359, -0.5963], "max_force_ev_per_a": 3.00, "charge": 1, "de_lowest_kcal_mol": 125.34, "species": ["C", "C", "C", "N", "H", "H", "H", "H", "H", "H"], "positions_angstrom": [[-3.950, 0.346, -0.002], [2.516, 0.196, 0.024], [-1.711, -0.511, -0.189], [-2.855, 0.002, 0.068], [-4.605, 0.813, 0.683], [2.943, 0.714, 0.785], [2.306, 0.832, -0.782], [2.537, -0.810, 0.139], [-1.088, 0.223, -0.691], [-1.325, -1.539, 0.182]], "mulliken_charge": [0.009, -1.017, -0.160, 0.148, 0.369, 0.298, 0.362, 0.371, 0.307, 0.312]}

=====

(3)
{"formula": "C3H6N", "method": "the ωB97M-V functional and the def2-TZVPD basis", "e_tot_ev": -4682.8138, "homo_ha": [-0.5026, -0.6623], "max_force_ev_per_a": 4.59, "charge": 1, "multiplicity": 3, "de_lowest_kcal_mol": 55.54, "species": ["C", "C", "C", "N", "H", "H", "H", "H", "H", "H"], "positions_angstrom": [[-1.567, 0.642, 0.123], [-1.537, -0.644, 0.062], [1.013, -0.019, 0.317], [-0.308, 0.019, -0.243], [-1.907, 1.638, 0.351], [-1.992, -1.644, 0.128], [1.690, 0.842, -0.177], [0.916, -0.092, 1.483], [1.435, -0.895, 0.099], [0.164, 0.116, -2.090]], "mulliken_charge": [0.051, -0.040, -0.694, -0.122, 0.381, 0.360, 0.296, 0.342, 0.363, 0.062]}

=====

(4)
{"formula": "C3H6N2", "method": "the ωB97M-V functional and the def2-TZVPD basis", "e_tot_ev": -6184.8787, "homo_ha": -0.3608, "max_force_ev_per_a": 9.09, "charge": 0, "de_lowest_kcal_mol": 84.54, "smiles": "CNCC#N", "species": ["C", "N", "C", "C", "N", "H", "H", "H", "H", "H", "H"], "positions_angstrom": [[1.194, -0.709, 0.064], [0.702, 0.458, -0.288], [-0.671, 0.878, 0.154], [-1.986, 0.108, -0.207], [-2.998, -0.608, -0.055], [1.406, -0.680, 1.096], [0.673, -1.541, -0.424], [2.343, -0.840, -0.402], [0.566, 0.468, -1.183], [-0.744, 1.881, -0.122], [-0.485, 0.585, 1.367]], "mulliken_charge": [-0.935, -0.287, -0.410, 0.311, -0.438, 0.400, 0.343, 0.226, 0.223, 0.307, 0.259]}

=====

(5)
{"formula": "C3H6N2", "method": "the ωB97M-V functional and the def2-TZVPD basis", "e_tot_ev": -6183.8216, "homo_ha": -0.3445, "max_force_ev_per_a": 4.89, "charge": 0, "de_lowest_kcal_mol": 108.92, "smiles": "[H]/N=N\\[H].C#CC", "species": ["H", "N", "N", "H", "C", "C", "C", "H", "H", "H", "H"], "positions_angstrom": [[-2.580, -0.919, 0.621], [-2.837, -0.428, -0.268], [-1.909, 0.001, -0.988], [-1.006, -0.070, -0.546], [1.076, 0.843, 1.747], [1.059, 0.362, 0.612], [1.238, -0.115, -0.708], [1.294, 1.098, 2.774], [1.357, 0.775, -1.448], [2.058, -0.780, -0.774], [0.249, -0.766, -1.023]], "mulliken_charge": [0.209, -0.289, -0.184, 0.173, -0.044, -0.151, -0.967, 0.400, 0.270, 0.289, 0.295]}

=====

(6)
{"formula": "C3H6N2", "method": "the ωB97M-V functional and the def2-TZVPD basis", "e_tot_ev": -6186.5168, "homo_ha": -0.3580, "max_force_ev_per_a": 2.90, "charge": 0, "de_lowest_kcal_mol": 46.77, "smiles": "[H]/N=C/N1CC1", "species": ["H", "N", "C", "N", "C", "C", "H", "H", "H", "H", "H"], "positions_angstrom": [[-2.812, 0.045, 0.149], [-1.882, 0.493, 0.152], [-1.118, -0.470, -0.285], [0.269, -0.298, -0.694], [0.908, 0.937, -0.174], [1.260, -0.439, 0.350], [-1.515, -1.528, -0.382], [0.252, 1.483, 0.491], [1.468, 1.454, -0.909], [0.966, -0.775, 1.350], [2.202, -0.903, -0.049]], "mulliken_charge": [0.254, -0.584, 0.077, -0.326, -0.420, -0.287, 0.314, 0.257, 0.253, 0.261, 0.201]}

=====

(7)
{"formula": "C3H6N2", "method": "the ωB97M-V functional and the def2-TZVPD basis", "e_tot_ev": -6186.5124, "homo_ha": -0.3772, "max_force_ev_per_a": 2.30, "charge": 0, "de_lowest_kcal_mol": 46.87, "species": ["C", "C", "N", "C", "N", "H", "H", "H", "H", "H", "H"], "positions_angstrom": [[1.250, -0.072, 0.211], [-0.126, -0.101, -0.411], [-0.997, -1.042, 0.145], [-1.126, 2.218, -0.576], [-0.667, 1.421, 0.180], [1.863, 0.713, -0.241], [1.182, 0.118, 1.289], [1.726, -1.043, 0.052], [-0.090, -0.219, -1.505], [-1.911, -1.064, -0.295], [-1.103, -0.928, 1.151]], "mulliken_charge": [-1.203, 0.259, -0.580, -0.094, -0.320, 0.320, 0.341, 0.352, 0.410, 0.262, 0.253]}

=====

(8)
{"formula": "C3H6N2", "method": "the ωB97M-V functional and the def2-TZVPD basis", "e_tot_ev": -6186.3857, "homo_ha": -0.3320, "max_force_ev_per_a": 1.49, "charge": 0, "de_lowest_kcal_mol": 49.79, "smiles": "CNCC#N", "species": ["C", "N", "C", "C", "N", "H", "H", "H", "H", "H", "H"], "positions_angstrom": [[1.402, -0.713, -0.252], [0.363, 0.213, 0.391], [-0.850, 1.079, 0.096], [-1.882, 0.083, -0.224], [-2.366, -0.947, -0.436], [1.122, -1.789, -0.279], [2.293, -0.690, 0.413], [1.786, -0.469, -1.250], [0.122, -0.307, 1.217], [-1.201, 1.677, 0.993], [-0.829, 1.870, -0.684]], "mulliken_charge": [-0.720, -0.372, -0.329, 0.299, -0.424, 0.268, 0.260, 0.315, 0.214, 0.218, 0.272]}

=====

(9)
{"formula": "C3H6N2", "method": "the ωB97M-V functional and the def2-TZVPD basis", "e_tot_ev": -6187.1423, "homo_ha": -0.3333, "max_force_ev_per_a": 3.51, "charge": 0, "de_lowest_kcal_mol": 32.34, "smiles": "[H]/N=C(\\N)C=C", "species": ["H", "N", "C", "N", "C", "C", "H", "H", "H", "H", "H"], "positions_angstrom": [[1.261, 2.037, 0.108], [0.417, 1.456, 0.013], [0.538, 0.178, -0.005], [1.691, -0.562, -0.203], [-0.700, -0.566, -0.026], [-1.892, 0.067, -0.170], [1.600, -1.569, 0.226], [2.589, -0.043, -0.099], [-0.808, -1.643, 0.342], [-2.746, -0.528, 0.145], [-1.951, 1.172, -0.331]], "mulliken_charge": [0.197, -0.610, 0.594, -0.468, -0.262, -0.626, 0.253, 0.242, 0.135, 0.251, 0.296]}

=====

(10)
{"formula": "C3H6N2", "method": "the ωB97M-V functional and the def2-TZVPD basis", "e_tot_ev": -6184.2499, "homo_ha": -0.3621, "max_force_ev_per_a": 5.88, "charge": 0, "de_lowest_kcal_mol": 99.05, "species": ["C", "C", "C", "N", "N", "H", "H", "H", "H", "H", "H"], "positions_angstrom": [[0.592, -0.069, 0.308], [-0.941, 1.196, 0.290], [0.157, -1.137, -0.656], [1.342, -0.261, 1.500], [1.925, 0.305, 0.566], [-1.114, 1.378, 1.267], [-1.706, 0.710, -0.217], [-0.663, 1.992, -0.306], [-0.363, -1.872, -0.161], [1.136, -1.614, -1.175], [-0.366, -0.627, -1.416]], "mulliken_charge": [0.941, -1.214, -1.188, -0.323, -0.359, 0.445, 0.371, 0.353, 0.303, 0.333, 0.337]}

=====

(11)
{"formula": "C3H6N2O", "method": "the ωB97M-V functional and the def2-TZVPD basis", "e_tot_ev": -8234.7462, "homo_ha": -0.3521, "max_force_ev_per_a": 2.01, "charge": 0, "de_lowest_kcal_mol": 45.03, "smiles": "C/N=C/N=C/O", "species": ["C", "N", "C", "N", "C", "O", "H", "H", "H", "H", "H", "H"], "positions_angstrom": [[-2.303, -0.127, -0.649], [-1.085, -0.716, -0.133], [-0.071, 0.035, -0.039], [1.137, -0.449, 0.455], [2.168, 0.297, 0.568], [3.224, -0.333, 1.052], [-3.092, -0.215, 0.107], [-2.209, 0.936, -0.934], [-2.638, -0.693, -1.526], [-0.081, 1.100, -0.335], [2.289, 1.347, 0.325], [2.660, -1.183, 1.111]], "mulliken_charge": [-0.619, -0.364, -0.028, -0.413, 0.168, -0.510, 0.236, 0.308, 0.235, 0.109, 0.374, 0.503]}

=====

(12)
{"formula": "C3H6N2O", "method": "the ωB97M-V functional and the def2-TZVPD basis", "e_tot_ev": -8235.0155, "homo_ha": -0.3562, "max_force_ev_per_a": 0.54, "charge": 0, "de_lowest_kcal_mol": 38.82, "smiles": "[H]/N=C(/C=O)NC", "species": ["H", "N", "C", "C", "O", "N", "C", "H", "H", "H", "H", "H"], "positions_angstrom": [[0.964, 0.318, -1.975], [0.889, 1.087, -1.303], [0.622, 0.581, -0.166], [0.517, 1.523, 1.007], [0.263, 1.128, 2.121], [0.369, -0.767, 0.094], [-0.942, -1.279, -0.327], [0.664, 2.592, 0.765], [0.535, -0.962, 1.072], [-1.522, -0.493, -0.825], [-1.511, -1.603, 0.550], [-0.849, -2.125, -1.013]], "mulliken_charge": [0.293, -0.612, 0.343, 0.096, -0.500, -0.381, -0.788, 0.382, 0.316, 0.294, 0.302, 0.256]}